1.
The following is a DFT calculation (the ωB97M-V functional and the def2-TZVPD basis) of a cluster of 6 separate species, C46H105BIN6O11 in total in a non-equilibrium geometry.

Computed properties:
gap between HOMO and LUMO: 6.4 eV
relative energy (zero: lowest compared OMol25 entry of this formula, charge and spin): 0.00 kcal/mol
HOMO level: -4.524 eV

The geometry in ORCA input format:
```
! wB97M-V def2-TZVPD RIJCOSX def2/J DEFGRID3
* xyz -1 1
C -4.47309 -3.83825 9.95063
C -3.01585 -3.93610 9.44549
C -2.83752 -3.30283 8.04848
C -2.59308 -1.78240 8.10659
C -1.11757 -1.41070 7.89766
C -0.92286 0.12185 7.79465
C -0.59161 0.59783 6.35197
C 0.78497 1.28717 6.26798
C 1.19638 1.55316 4.80243
C 0.63484 2.90399 4.31583
C 1.14055 3.37380 2.95004
C 0.23036 3.07203 1.75305
I 0.02490 0.88289 1.38653
O -1.03281 3.48928 2.03380
B -1.32710 4.79387 1.31896
C -2.62891 4.69901 0.34008
C -3.77234 3.84763 0.89573
C -4.74056 3.36891 -0.21767
C -5.07210 1.88028 -0.13041
N -5.38839 1.36077 -1.47498
C -6.03820 0.08607 -1.47073
C -5.16259 -1.06819 -1.88223
O -7.19841 -0.05941 -1.16480
O -0.08507 5.01614 0.53253
C 0.66434 3.86150 0.44532
C 2.13742 4.20222 0.33646
C 3.08872 2.96881 0.27809
C 3.90690 2.85358 -1.02589
C 3.65585 1.59613 -1.88035
O 2.40615 0.94874 -1.60677
C 1.79734 0.41259 -2.67086
O 0.77471 -0.20328 -2.57242
O 0.18125 3.09354 -0.66835
C 0.50907 3.61309 -1.93254
C -0.42515 3.02264 -2.98944
H -4.58112 -3.16134 10.79690
H -5.15146 -3.51895 9.15929
H -4.81584 -4.82771 10.26276
H -2.36775 -3.39761 10.13980
H -2.70476 -4.97835 9.39248
H -2.01246 -3.79911 7.53270
H -3.73509 -3.48989 7.45481
H -2.89876 -1.38385 9.07695
H -3.17406 -1.27993 7.33026
H -0.52616 -1.78138 8.74162
H -0.74471 -1.91317 7.00476
H -1.83678 0.62752 8.10781
H -0.10447 0.42669 8.44678
H -1.33525 1.31964 6.01352
H -0.58171 -0.23494 5.64842
H 0.70533 2.25483 6.77335
H 1.53887 0.68971 6.78677
H 0.75533 0.77862 4.17689
H 2.28107 1.52654 4.68011
H -0.45366 2.88382 4.34427
H 0.95429 3.65009 5.05342
H 1.19174 4.46657 2.96774
H 2.16018 3.00894 2.79476
H -1.51078 5.63876 2.21235
H -2.99883 5.71860 0.17188
H -2.29199 4.30750 -0.62826
H -3.38072 2.98325 1.43549
H -4.34933 4.45123 1.60197
H -4.30646 3.59242 -1.19325
H -5.68097 3.93121 -0.16187
H -5.88817 1.69170 0.57653
H -4.19145 1.35772 0.25305
H -5.96645 2.02853 -1.97323
H -4.48571 -1.33923 -1.07115
H -4.56471 -0.78503 -2.74746
H -5.80244 -1.91711 -2.11641
H 2.40630 4.82073 1.18917
H 2.30916 4.82905 -0.53905
H 3.80529 3.10846 1.09118
H 2.54955 2.05167 0.50462
H 3.78112 3.74505 -1.64148
H 4.96777 2.82097 -0.77036
H 3.69820 1.87787 -2.93592
H 4.45878 0.87720 -1.70054
H 2.30334 0.53497 -3.64303
H 0.38558 4.70279 -1.91903
H 1.55463 3.40475 -2.19502
H -1.18555 3.75310 -3.26200
H -0.86521 2.07968 -2.67149
H 0.15459 2.83284 -3.89817
C -0.18745 1.59597 -9.48126
C 0.23081 2.94348 -8.90123
C 1.09476 2.83166 -7.63740
O 0.38309 2.49956 -6.46353
C 0.12306 1.11847 -6.28933
N -0.96376 3.76590 -8.69243
H -0.99165 1.14047 -8.90358
H -0.55621 1.72544 -10.49902
H 0.65277 0.89876 -9.50864
H 0.84816 3.44545 -9.65326
H 1.53551 3.81352 -7.44015
H 1.92358 2.12653 -7.79148
H 0.94326 0.50854 -6.68358
H -0.81569 0.82618 -6.76817
H 0.02481 0.93068 -5.21875
H -0.68463 4.70206 -8.41372
H -1.45644 3.39777 -7.88251
C 3.92641 -1.49524 -5.27807
C 2.52667 -1.89188 -5.73776
C 2.11682 -3.31158 -5.32780
O 2.70892 -4.34194 -6.09909
C 4.00583 -4.73145 -5.69331
N 2.41745 -1.67713 -7.18425
H 4.70283 -1.95207 -5.89224
H 4.05257 -0.41343 -5.35122
H 4.09179 -1.78564 -4.23835
H 1.81798 -1.21588 -5.24866
H 1.04026 -3.41205 -5.48651
H 2.30218 -3.48076 -4.25982
H 4.11657 -4.67962 -4.60610
H 4.77918 -4.11969 -6.16533
H 4.15155 -5.76423 -6.00985
H 1.45306 -1.83880 -7.46285
H 2.94167 -2.41390 -7.64924
C -3.03447 -7.33236 14.79808
C -4.16294 -7.16116 13.78621
C -3.80638 -7.63464 12.37007
O -2.97036 -6.75335 11.64904
C -1.58535 -6.86998 11.91080
N -4.61889 -5.76905 13.81100
H -2.26408 -6.57103 14.67698
H -3.42386 -7.23651 15.81151
H -2.56459 -8.31383 14.70622
H -4.99782 -7.78599 14.11896
H -4.73194 -7.69241 11.79071
H -3.37136 -8.64331 12.38713
H -1.30171 -7.90847 12.10732
H -1.27884 -6.24359 12.75212
H -1.05584 -6.52351 11.02359
H -5.44410 -5.67202 13.22631
H -3.91339 -5.20122 13.34844
C 8.08384 3.09326 -6.65290
C 8.35175 3.08504 -5.15119
C 7.22498 2.45459 -4.32039
O 6.08422 3.27222 -4.14999
C 5.16629 3.25418 -5.22968
N 8.67280 4.44689 -4.71617
H 7.37036 3.86817 -6.93232
H 9.00698 3.29605 -7.19578
H 7.69489 2.13088 -6.99176
H 9.24009 2.46851 -4.98158
H 7.60694 2.28020 -3.31058
H 6.93315 1.47716 -4.72867
H 5.11944 2.26901 -5.70425
H 5.42356 4.01052 -5.97492
H 4.18141 3.49794 -4.82935
H 8.96450 4.43077 -3.74319
H 7.80965 4.98426 -4.71340
C -1.29350 -2.88047 -7.25918
C -2.68117 -2.99953 -6.63704
C -3.15164 -1.72736 -5.91780
O -2.55852 -1.50992 -4.65550
C -1.28639 -0.88598 -4.67379
N -2.71392 -4.17806 -5.76667
H -0.50700 -2.94594 -6.50741
H -1.12998 -3.69310 -7.96723
H -1.17894 -1.93539 -7.79411
H -3.39104 -3.17355 -7.45201
H -4.22287 -1.82696 -5.72053
H -3.02124 -0.84289 -6.55609
H -1.21263 -0.15721 -5.48720
H -0.48000 -1.61874 -4.76578
H -1.16272 -0.36522 -3.72482
H -3.66382 -4.32801 -5.43914
H -2.18814 -3.95579 -4.92513
*
```

Results of the Löwdin charge analysis, in e, for atoms 1 through 99: -0.103 -0.253 -0.219 -0.216 -0.215 -0.195 -0.198 -0.218 -0.233 -0.198 -0.175 -0.673 0.910 -0.107 -0.658 -0.127 -0.213 -0.197 -0.214 0.000 -0.509 -0.003 0.076 0.035 -0.516 -0.086 -0.158 -0.154 -0.171 -0.033 -0.348 0.067 -0.148 -0.252 -0.040 0.063 0.065 0.052 0.099 0.085 0.101 0.099 0.109 0.113 0.105 0.101 0.100 0.095 0.108 0.103 0.104 0.102 0.019 0.105 0.113 0.108 0.129 0.103 0.102 0.090 0.085 0.095 0.105 0.098 0.103 0.116 0.115 0.114 0.090 0.067 0.075 0.114 0.111 0.102 0.055 0.098 0.104 0.095 0.123 0.133 0.129 0.095 0.075 0.077 0.050 -0.069 -0.433 -0.207 -0.177 -0.110 0.039 0.062 0.074 0.077 0.133 0.121 0.120 0.087 0.073

=====

2.
The following is a DFT calculation (the ωB97M-V functional and the def2-TZVPD basis) of a structure of composition C44H38Cl5I2N6O2SeTa in a non-equilibrium geometry.

Computed properties:
gap between HOMO and LUMO: 6.6 eV
relative energy (zero: lowest compared OMol25 entry of this formula, charge and spin): 1.03 kcal/mol
HOMO level: -13.167 eV

The geometry in ORCA input format:
```
! wB97M-V def2-TZVPD RIJCOSX def2/J DEFGRID3
* xyz 2 1
Ta 0.17210 -0.22514 0.35800
C 4.44491 -0.96813 -1.30639
C 3.02354 -0.58246 -1.10034
N 2.26401 -1.04192 -0.17891
N 2.77772 -2.04120 0.64733
C 1.89325 -2.34742 1.52235
O 0.71018 -1.71644 1.52801
C 2.12022 -3.36739 2.55052
C 1.08990 -3.69861 3.42823
C 1.30359 -4.65276 4.41017
C 2.54400 -5.26849 4.51681
C 3.57210 -4.93699 3.64000
C 3.36448 -3.98795 2.65638
C 2.33446 0.34207 -2.01568
C 2.95299 0.91233 -3.10100
C 2.19173 1.67698 -3.98213
C 0.83728 1.80116 -3.75932
C 0.28755 1.19751 -2.63656
N 1.02598 0.51390 -1.76214
H 4.74579 -1.71432 -0.58360
H 5.08082 -0.08503 -1.19828
H 4.58987 -1.35948 -2.31520
H 0.12992 -3.20604 3.33866
H 0.50684 -4.91526 5.09380
H 2.71444 -6.00770 5.28988
H 4.53674 -5.41921 3.72888
H 4.15732 -3.71979 1.97034
H 4.00829 0.75436 -3.27362
H 2.65662 2.14403 -4.84069
H 0.20004 2.35575 -4.43492
H -0.77206 1.25515 -2.43374
I -4.21835 1.09602 -1.85483
C -3.41313 -0.81321 -1.83820
C -4.13526 -1.87815 -2.44175
C -3.60563 -3.13551 -2.51610
I -4.73877 -4.63899 -3.38272
C -2.29826 -3.39673 -2.00620
C -1.61246 -4.63181 -2.06234
C -0.36316 -4.73875 -1.52150
C 0.22337 -3.61765 -0.90509
N -0.37837 -2.45073 -0.83685
C -1.61903 -2.33952 -1.39283
C -2.19159 -1.06206 -1.30723
O -1.41616 -0.14778 -0.65744
H -5.11876 -1.67728 -2.84539
H -2.08159 -5.48238 -2.54066
H 0.18411 -5.67050 -1.56097
H 1.20717 -3.69203 -0.45521
Cl -1.23731 3.03049 -0.58899
C 0.19010 3.05798 0.40348
C 0.78818 1.86028 0.82582
C 1.83914 2.01405 1.73205
Cl 2.52261 0.56323 2.39475
C 2.32700 3.23460 2.16752
Cl 3.62820 3.30004 3.27229
C 1.72651 4.39638 1.69737
Cl 2.29147 5.92022 2.21551
C 0.64505 4.30597 0.82149
Cl -0.13395 5.73477 0.28515
C -2.45403 1.67606 5.63282
C -1.79012 2.96722 5.16281
C -2.51900 3.67429 4.01943
C -2.30830 3.07814 2.62913
N -3.22647 1.97514 2.27589
C -2.93324 0.68050 2.13108
Se -1.26840 -0.12667 2.52421
N -4.04309 0.00514 1.80100
C -4.17449 -1.44793 1.56821
C -5.03958 -2.15301 2.60620
C -4.42861 -2.18118 4.01363
C -4.80735 -0.96047 4.85637
C -5.10223 0.91181 1.71175
C -6.43287 0.74020 1.34096
C -7.20927 1.87933 1.29344
C -6.67926 3.14825 1.59667
C -5.35721 3.31167 1.95417
C -4.58265 2.15677 2.00386
H -1.94299 1.27379 6.50926
H -2.43387 0.89704 4.86948
H -3.49726 1.85181 5.90953
H -0.75431 2.76921 4.86086
H -1.73950 3.65923 6.00475
H -2.16689 4.70644 3.95764
H -3.59094 3.72173 4.24062
H -1.29734 2.68931 2.52474
H -2.45606 3.84333 1.86887
H -3.16687 -1.85569 1.58927
H -4.57403 -1.58503 0.56251
H -5.19263 -3.16634 2.22897
H -6.02755 -1.68758 2.65580
H -3.33831 -2.26170 3.93637
H -4.77007 -3.08007 4.52717
H -4.43838 -0.02705 4.42345
H -4.39910 -1.03367 5.86573
H -5.89339 -0.87722 4.94424
H -6.84054 -0.23086 1.09008
H -8.25040 1.79798 1.01041
H -7.32608 4.01498 1.54987
H -4.94903 4.28792 2.18207
*
```

Löwdin analysis output, partial charges in e: 1.703 0.018 -0.224 -0.063 0.099 -0.459 -0.416 -0.157 -0.011 -0.053 -0.048 -0.051 -0.013 -0.208 0.031 0.003 0.000 -0.119 0.018 0.078 0.113 0.107 0.107 0.113 0.117 0.115 0.116 0.127 0.131 0.129 0.060 1.083 -0.638 -0.205 -0.662 1.025 -0.187 -0.002 -0.002 -0.071 0.076 -0.158 -0.371 -0.371 0.088 0.081 0.124 0.114 0.713 -0.681 -0.361 -0.685 0.794 -0.711 0.748 -0.697 0.757 -0.711 0.731 -0.107 -0.238 -0.165 -0.140 0.024 -0.555 0.891 0.011 -0.131 -0.167 -0.228 -0.090 -0.194 -0.011 -0.047 -0.044 0.017 -0.155 0.085 0.002 0.084 0.108 0.114 0.122 0.116 0.080 0.105 0.087 0.119 0.123 0.105 0.092 0.112 0.040 0.083 0.086 0.121 0.118 0.119 0.124

=====

3.
The following is a DFT calculation (the ωB97M-V functional and the def2-TZVPD basis) of a structure of composition C24H30AsI2N4OPSc.

Computed properties:
gap between HOMO and LUMO: 6.1 eV
relative energy (zero: lowest compared OMol25 entry of this formula, charge and spin): 30.06 kcal/mol
HOMO level: -15.410 eV

The geometry in ORCA input format:
```
! wB97M-V def2-TZVPD RIJCOSX def2/J DEFGRID3
* xyz 3 1
Sc -0.57012 1.10699 -0.22741
I 3.94595 -1.23606 -0.24449
C 3.16513 0.12371 -1.59655
C 3.92299 0.52658 -2.72321
C 3.43844 1.43104 -3.62995
I 4.60999 1.95159 -5.26262
C 2.14104 2.00107 -3.43588
C 1.53260 2.95262 -4.27791
C 0.28068 3.44521 -3.98226
C -0.37828 2.99779 -2.84439
N 0.15039 2.09471 -2.01385
C 1.40106 1.59355 -2.31132
C 1.91535 0.63937 -1.40868
O 1.08893 0.30393 -0.37080
H 4.90680 0.09905 -2.86271
H 2.06062 3.29631 -5.15870
H -0.19637 4.17736 -4.61766
H -1.36096 3.38248 -2.59523
C -4.21354 -0.41473 -1.24598
As -2.32807 -0.82594 -1.12894
C -1.83963 -1.25391 -2.95182
C -2.21379 -2.53313 -0.15715
C -3.05581 -3.58570 -0.81634
C -2.51423 -4.39890 -1.80936
C -3.29832 -5.35947 -2.43090
C -4.62854 -5.51328 -2.06569
C -5.17183 -4.71259 -1.07000
C -4.38925 -3.75196 -0.44787
H -4.72796 -1.28439 -1.65325
H -4.36127 0.43862 -1.90534
H -4.61475 -0.19108 -0.25926
H -2.46215 -2.08837 -3.27418
H -0.79090 -1.54042 -3.00860
H -2.02770 -0.39420 -3.59278
H -2.54342 -2.33417 0.86390
H -1.15768 -2.80642 -0.13687
H -1.46875 -4.30236 -2.08265
H -2.86831 -5.99695 -3.19153
H -5.23728 -6.26665 -2.54646
H -6.20234 -4.84515 -0.76963
H -4.81297 -3.14583 0.34582
C 1.75626 0.93057 5.19265
N 2.41450 0.27742 3.95541
C 3.54352 1.21239 3.46782
N 3.02975 2.51129 3.21316
C 2.41111 3.07687 4.41341
N 1.30565 2.23956 4.87829
C 0.14478 2.27269 3.99539
P 0.60249 1.60127 2.32844
C 1.41330 0.02063 2.86799
C 2.16294 2.57376 2.04430
H 2.52705 0.95853 5.96226
H 0.94119 0.27978 5.50694
H 2.82905 -0.61421 4.23702
H 3.96896 0.75974 2.57204
H 4.28218 1.23518 4.26841
H 2.04669 4.07989 4.20032
H 3.16132 3.14409 5.20111
H -0.20708 3.30053 3.89608
H -0.67175 1.69363 4.43047
H 1.93191 -0.42376 2.01456
H 0.67613 -0.68867 3.24618
H 1.92162 3.61626 1.83056
H 2.68270 2.16224 1.17568
*
```

Löwdin analysis output, partial charges in e: 0.977 1.070 -0.627 -0.182 -0.646 1.084 -0.178 0.034 0.008 -0.071 -0.013 -0.157 -0.386 -0.305 0.097 0.088 0.135 0.132 -0.261 1.084 -0.254 -0.307 -0.337 -0.065 -0.051 -0.048 -0.050 -0.063 0.046 0.040 0.042 0.046 0.041 0.040 0.079 0.079 0.116 0.118 0.120 0.119 0.117 -0.081 -0.055 -0.083 -0.135 -0.121 -0.141 -0.275 1.014 -0.241 -0.271 0.158 0.153 0.194 0.120 0.159 0.149 0.153 0.112 0.110 0.040 0.116 0.114 0.099

=====

4.
The following is a DFT calculation (the ωB97M-V functional and the def2-TZVPD basis) of the molecule C3H5NO2 in a non-equilibrium geometry.

Computed properties:
gap between HOMO and LUMO: 9.8 eV
relative energy (zero: lowest compared OMol25 entry of this formula, charge and spin): 35.15 kcal/mol
HOMO level: -9.737 eV
structure (SMILES): CC(=O)C(N)=O

The geometry in ORCA input format:
```
! wB97M-V def2-TZVPD RIJCOSX def2/J DEFGRID3
* xyz 0 1
C 0.31564 -1.56008 -0.75721
C 0.47328 0.17829 -0.66862
O 1.00839 1.07818 -1.29079
C -0.32821 0.49460 0.57548
N -0.46210 1.75876 1.00736
O -0.82291 -0.46128 1.13743
H 1.32256 -1.97097 -0.70630
H -0.25861 -2.14541 0.00931
H -0.19243 -1.78774 -1.69344
H -0.04652 2.54583 0.53977
H -1.00909 1.86982 1.84700
*
```

Löwdin analysis output, partial charges in e: 0.012 -0.226 0.096 -0.514 0.185 0.038 0.055 0.073 0.055 0.108 0.118